Formula: C6H11N3
Source: the OMol25 dataset
Level of theory: wB97M-V/def2-TZVPD

The geometry in XYZ format:
```
20
Properties=species:S:1:pos:R:3:lowdin_charge:R:1
H -1.3334 0.5598 -2.5213 0.074
N -1.1734 -0.3812 -2.1007 0.175
C -0.5405 -0.0839 -1.0881 -0.328
C -0.1896 1.2657 -0.4433 -0.326
N -1.3566 2.0417 -0.0251 0.052
C 0.6871 0.9089 0.7250 -0.086
C 0.7465 -0.5872 0.7637 -0.487
C 2.1139 -1.1022 1.1804 -0.012
C -0.5006 -1.3619 0.9819 -0.068
N 0.0550 -1.2038 -0.2967 0.044
H 0.3930 1.7558 -1.1644 0.124
H -1.1376 3.0124 -0.2429 0.076
H -2.1278 1.8631 -0.7081 0.086
H 1.7500 1.1128 0.5890 0.111
H 0.2566 1.2771 1.6511 0.127
H 2.1180 -2.1152 0.9346 0.057
H 2.9444 -0.5937 0.6917 0.079
H 2.3311 -1.0141 2.2519 0.090
H -0.3798 -2.3362 1.5148 0.128
H -1.3895 -0.9549 1.2442 0.084
```

Calculated values
Multiplicity: 1
Structure (SMILES): [H]/N=C1\[C@@H](N)C[C@@]2(C)CN12
Energy above the lowest of the compared OMol25 structures with the same formula, charge and spin, kJ/mol: 218.67
HOMO-LUMO gap, eV: 9.79
E_LUMO, eV: 0.72

Formula: C6H11N3
Source: the OMol25 dataset
Level of theory: wB97M-V/def2-TZVPD

The geometry in XYZ format:
```
20
Properties=species:S:1:pos:R:3:lowdin_charge:R:1
C 0.7807 0.6050 1.9259 -0.089
C 2.2311 -0.2248 -0.0522 -0.087
C 0.8880 0.4513 -0.6113 -0.335
C -0.2920 -0.2630 -0.9664 -0.320
C -1.3726 0.6720 -0.8698 -0.162
C -0.9084 -1.5993 -0.1662 -0.035
H -0.3971 1.1520 0.9547 0.178
H 1.3016 1.8153 3.0066 0.148
H 0.8685 -0.7171 2.6047 0.146
H 3.2485 0.0131 -0.2016 0.069
H 2.2382 -1.3001 0.4745 0.129
H 1.1235 1.1441 -1.4028 0.143
H -0.1239 -0.5531 -1.9974 0.147
H -1.3460 1.0004 0.1851 0.069
H -1.4809 1.3926 -1.5735 0.102
H -3.4549 -0.1872 -1.1076 0.134
H -0.0842 -2.2360 0.5045 0.142
N 1.4332 0.6976 0.5634 -0.302
N -2.4088 -0.4300 -1.1468 -0.092
N -2.2446 -1.4330 -0.1237 0.014
```

Calculated values
Multiplicity: 1
Energy above the lowest of the compared OMol25 structures with the same formula, charge and spin, kJ/mol: 1275.61
HOMO-LUMO gap, eV: 8.50
E_LUMO, eV: 0.17

Formula: C6H11N3O2
Source: the OMol25 dataset
Level of theory: wB97M-V/def2-TZVPD

The geometry in XYZ format:
```
22
Properties=species:S:1:pos:R:3:lowdin_charge:R:1
C 2.4224 2.4660 1.4179 -0.049
C 1.4615 1.9693 0.2155 -0.193
O 0.6076 0.9508 0.7156 0.023
C -0.5362 0.8473 0.1617 -0.300
N -1.1519 1.4879 -0.7182 0.230
C -2.5005 1.0522 -0.6472 -0.542
O -3.3979 1.6363 -1.2542 0.027
N -2.7095 0.2698 0.4086 0.072
N -1.5495 -0.1430 1.0416 -0.040
C -1.4427 -1.5596 1.2358 -0.296
C -1.7459 -2.5848 0.1689 -0.122
H 1.8254 2.7048 2.2907 0.058
H 3.3341 1.8152 1.5085 0.083
H 2.6106 3.5492 1.0387 0.097
H 2.1684 1.5585 -0.6093 0.149
H 0.8803 2.7381 -0.2282 0.091
H -3.6309 -0.0779 0.6274 0.170
H -2.0555 -1.6705 2.2288 0.140
H -0.3427 -1.7615 1.5673 0.141
H -2.6942 -2.3078 -0.4506 0.092
H -0.8278 -2.8210 -0.4494 0.083
H -2.1534 -3.5633 0.6060 0.086
```

Calculated values
Multiplicity: 1
Structure (SMILES): CCOc1nc(=O)[nH]n1CC
Energy above the lowest of the compared OMol25 structures with the same formula, charge and spin, kJ/mol: 188.95
HOMO-LUMO gap, eV: 9.15
E_LUMO, eV: 0.69

Formula: C6H11N3O3
Source: the OMol25 dataset
Level of theory: wB97M-V/def2-TZVPD

The geometry in XYZ format:
```
23
Properties=species:S:1:pos:R:3:lowdin_charge:R:1
H -1.8302 -0.2756 0.1283 0.094
N -1.0039 0.3428 0.2660 0.156
C -0.0276 0.0225 -0.4877 -0.474
N 1.1986 0.5976 -0.3405 0.040
C 1.2137 1.6937 0.6889 -0.129
C 0.9858 1.1560 2.1514 -0.089
C -0.0239 1.8718 3.0299 -0.577
O 0.2515 2.4126 4.0904 0.073
O -1.2045 1.9040 2.4705 0.080
N -0.0376 -1.0018 -1.4339 0.135
C -1.1779 -1.7057 -1.9020 -0.462
C -0.7782 -2.8657 -2.8078 0.002
O -2.3018 -1.4252 -1.5543 0.085
H 1.7829 0.6450 -1.1991 0.154
H 0.5420 2.4719 0.3978 0.107
H 2.1857 2.2169 0.6239 0.122
H 1.8680 1.2188 2.7269 0.093
H 0.7071 0.0827 2.2399 0.134
H -1.1209 1.3319 1.6163 0.059
H 0.8817 -1.3889 -1.5059 0.133
H -0.1868 -3.6180 -2.2765 0.091
H -1.6666 -3.2786 -3.2356 0.071
H -0.2568 -2.4085 -3.6867 0.100
```

Calculated values
Multiplicity: 1
Structure (SMILES): [H]/N=C(/NCCC(=O)O)NC(C)=O
Energy above the lowest of the compared OMol25 structures with the same formula, charge and spin, kJ/mol: 0.00
HOMO-LUMO gap, eV: 9.77
E_LUMO, eV: 0.18

Formula: C6H11N4O
Source: the OMol25 dataset
Level of theory: wB97M-V/def2-TZVPD

The geometry in XYZ format:
```
22
Properties=species:S:1:pos:R:3:lowdin_charge:R:1
N 1.3069 2.3551 0.0025 0.161
C 0.9152 1.0589 -0.0500 -0.217
C -0.3990 0.5849 -0.1737 -0.100
N -0.3801 -0.7529 -0.2773 -0.062
N 0.8514 -1.2796 -0.3942 -0.013
O 1.0642 -2.2914 0.5366 0.036
C 1.8053 0.0115 -0.0662 -0.119
N 3.1047 -0.1441 0.0507 0.187
C -1.7164 -1.3391 -0.3440 -0.080
C -2.4673 -0.1861 0.3701 -0.150
C -1.7715 1.0980 -0.0040 -0.079
H 0.6321 3.0291 -0.0770 0.076
H 1.9912 2.5308 0.6412 0.075
H 1.5596 -2.9769 0.0459 0.133
H 3.7355 0.5682 -0.3082 0.137
H 3.5023 -1.0884 -0.0220 0.138
H -1.9571 -2.2628 0.2026 0.138
H -1.9850 -1.4726 -1.4021 0.136
H -2.1753 -0.5883 1.3981 0.146
H -3.5723 -0.2072 0.3082 0.137
H -1.9888 2.1040 0.5976 0.190
H -2.0554 1.2490 -1.0349 0.130
```

Calculated values
Multiplicity: 1
Structure (SMILES): Nc1c2n(n(O)c1=[NH2+])CCC2
Energy above the lowest of the compared OMol25 structures with the same formula, charge and spin, kJ/mol: 245.38
HOMO-LUMO gap, eV: 8.14
Charge: +1
E_LUMO, eV: -3.82

Formula: C6H11N5
Source: the OMol25 dataset
Level of theory: wB97M-V/def2-TZVPD

The geometry in XYZ format:
```
22
Properties=species:S:1:pos:R:3:lowdin_charge:R:1
C 0.6845 2.1842 1.5174 -0.006
C 0.0327 1.5445 0.2963 -0.311
C 0.4474 1.6899 -0.9939 -0.057
C -0.2408 1.1114 -2.0156 -0.168
N -1.0929 0.1705 -1.7537 0.037
C -1.4665 0.0102 -0.4728 -0.219
N -1.1255 0.8577 0.5531 0.088
H 0.3765 1.6107 2.4051 0.082
H 0.2590 3.0938 1.7043 0.051
H 1.7033 2.2086 1.4094 0.053
H 1.3569 2.1747 -1.3157 0.107
H 0.0664 1.1214 -3.1279 0.140
H -2.2517 -0.6378 -0.3206 0.083
C 0.2267 -1.3163 1.7348 -0.086
N -0.2564 -1.7482 0.4092 -0.107
N 0.3390 -2.5907 -0.3155 -0.060
N -0.0858 -2.6805 -1.6009 0.046
H 1.3480 -1.2097 1.6018 0.100
H -0.2904 -0.4119 2.0000 0.023
H -0.1037 -2.1462 2.3891 0.083
H -0.6615 -2.0154 -1.9770 0.015
H 0.7348 -3.0211 -2.1269 0.105
```

Calculated values
Multiplicity: 1
Structure (SMILES): Cc1ccncn1.C/N=N/N
Energy above the lowest of the compared OMol25 structures with the same formula, charge and spin, kJ/mol: 344.56
HOMO-LUMO gap, eV: 9.21
E_LUMO, eV: 0.82

Formula: C6H11NO
Source: the OMol25 dataset
Level of theory: wB97M-V/def2-TZVPD

The geometry in XYZ format:
```
19
Properties=species:S:1:pos:R:3:mulliken_spin:R:1
O -0.2477 3.0924 -2.1085 0.197
C 0.2382 2.0504 -2.5037 0.383
C 0.5968 1.0062 -1.4950 0.164
C -0.5537 0.1730 -0.9031 0.079
C -0.2526 -0.4551 0.4816 -0.906
C 0.6966 -1.4137 0.6345 0.405
N 0.9202 -1.8301 1.9760 -0.042
C -1.1114 -0.2008 1.6292 0.527
H 0.2632 1.9117 -3.5546 -0.086
H 1.0908 1.6137 -0.6206 0.030
H 1.3985 0.2629 -1.7982 0.078
H -1.4047 0.7483 -0.9687 0.175
H -0.8212 -0.7128 -1.4990 0.064
H 1.4323 -1.8635 -0.1600 0.031
H 0.3984 -1.4161 2.7128 -0.015
H 1.5801 -2.5983 2.1390 -0.025
H -0.6071 -0.1144 2.6783 -0.002
H -1.9727 -1.0362 1.7454 -0.062
H -1.6440 0.7822 1.6148 0.004
```

Calculated values
Multiplicity: 2
Energy above the lowest of the compared OMol25 structures with the same formula, charge and spin, kJ/mol: 213.29
HOMO-LUMO gap (alpha / beta), eV: 2.65 / 6.87
Charge: -1
E_LUMO (alpha / beta), eV: 3.61 / 3.44

Formula: C6H11NO
Source: the OMol25 dataset
Level of theory: wB97M-V/def2-TZVPD

The geometry in XYZ format:
```
19
Properties=species:S:1:pos:R:3:lowdin_charge:R:1
C 0.6025 -0.3975 -0.5718 -0.262
C -0.2804 -0.8785 1.4984 -0.222
C -0.7450 1.2292 -0.1791 -0.236
C 1.7978 0.0100 -1.3640 -0.045
N 0.0987 2.2339 0.4438 -0.032
O 0.8646 -0.7499 0.6892 -0.105
C -1.1692 -1.9459 1.1490 -0.128
C -1.9702 -2.7784 0.8077 0.123
H -0.1506 -1.0049 -1.0727 0.123
H -0.3041 3.1621 0.3926 0.062
H 1.0185 2.2667 0.0246 0.049
H 0.0441 -0.8832 2.5353 0.126
H -0.8217 0.2181 0.9637 0.117
H -1.7794 1.3719 0.1527 0.086
H -0.8612 1.3403 -1.2654 0.069
H 1.4841 0.5936 -2.2307 0.085
H 2.3496 -0.8615 -1.7314 0.089
H 2.4781 0.6034 -0.7540 0.082
H -2.6562 -3.5294 0.5121 0.020
```

Calculated values
Multiplicity: 1
Energy above the lowest of the compared OMol25 structures with the same formula, charge and spin, kJ/mol: 613.60
HOMO-LUMO gap, eV: 9.07
E_LUMO, eV: 1.00

Formula: C6H11NO
Source: the OMol25 dataset
Level of theory: wB97M-V/def2-TZVPD

The geometry in XYZ format:
```
19
Properties=species:S:1:pos:R:3:lowdin_charge:R:1
C -0.5971 -3.0815 0.2527 -0.004
C -1.0241 -1.9220 0.7313 -0.179
C -1.3584 -0.7367 -0.1593 -0.208
C -0.1205 -0.1041 -0.7596 -0.177
C 0.7233 0.6874 0.2267 -0.370
N 2.1795 0.4631 0.1364 0.044
C 0.3998 2.1683 0.2439 -0.218
O -0.5090 2.6400 -0.3839 0.067
H -0.5608 -3.3518 -0.7966 0.063
H -0.3407 -3.8744 0.9313 0.045
H -1.0738 -1.7734 1.8038 0.095
H -1.9415 -0.0072 0.4146 0.113
H -2.0754 -1.0357 -0.9281 0.114
H 0.5142 -0.8620 -1.2167 0.105
H -0.3979 0.5606 -1.5851 0.115
H 0.4732 0.3536 1.2421 0.136
H 2.3599 -0.2777 -0.5333 0.065
H 2.6735 1.2782 -0.2113 0.064
H 1.0632 2.7785 0.8853 0.129
```

Calculated values
Multiplicity: 1
Structure (SMILES): C=CCC[C@@H](N)C=O
Energy above the lowest of the compared OMol25 structures with the same formula, charge and spin, kJ/mol: 175.72
HOMO-LUMO gap, eV: 10.35
E_LUMO, eV: 0.89

Formula: C6H11NO
Source: the OMol25 dataset
Level of theory: wB97M-V/def2-TZVPD

The geometry in XYZ format:
```
19
Properties=species:S:1:pos:R:3:lowdin_charge:R:1
C -2.6533 0.3036 0.9603 -0.120
C -1.7666 0.0237 -0.1721 -0.301
C -0.3715 0.1456 0.3199 -0.235
C 0.6665 0.1589 -0.8701 -0.119
C 1.9822 -0.2427 -0.2537 -0.513
O 2.1087 0.1063 1.0553 0.001
C 3.3209 -0.4326 -1.2878 0.067
N 2.7351 -1.4212 -0.7398 0.105
H -2.3127 -0.2559 1.7209 0.044
H -3.6639 0.0456 0.8007 0.068
H -2.7332 1.3405 1.1040 0.074
H -2.0863 0.6349 -1.0649 0.131
H -1.8955 -0.9781 -0.6079 0.117
H -0.2524 1.0087 0.9222 0.105
H -0.0866 -0.6571 0.9622 0.105
H 0.5770 1.2164 -1.2939 0.131
H 0.3236 -0.5572 -1.6776 0.127
H 2.0549 -0.7148 1.6087 0.134
H 4.0530 0.2754 -1.4864 0.078
```

Calculated values
Multiplicity: 1
Structure (SMILES): CCCC[C@]1(O)C=N1
Energy above the lowest of the compared OMol25 structures with the same formula, charge and spin, kJ/mol: 455.67
HOMO-LUMO gap, eV: 8.99
E_LUMO, eV: 0.88

Formula: C6H11NO
Source: the OMol25 dataset
Level of theory: wB97M-V/def2-TZVPD

The geometry in XYZ format:
```
19
Properties=species:S:1:pos:R:3:lowdin_charge:R:1
C 0.0171 0.3382 -1.9981 -0.045
C 0.3973 0.4140 -0.5617 -0.456
O 1.6626 1.1482 -0.3522 -0.072
C -0.7659 1.0902 0.3667 -0.005
C -0.5286 0.1117 1.5363 -0.426
N -0.9256 -0.7355 2.4898 0.064
C -0.4495 -1.3056 1.1388 -0.171
C 0.7491 -1.0483 0.1761 -0.062
H -1.0121 0.0815 -2.1332 0.079
H 0.3755 1.2051 -2.5400 0.086
H 0.5897 -0.4640 -2.5045 0.088
H 2.2135 0.9624 -1.1515 0.105
H -0.4924 2.0947 0.3692 0.086
H -1.7051 0.9827 -0.1503 0.098
H 0.3877 0.5014 1.9935 0.152
H -1.9966 -0.7170 2.5686 0.142
H -1.1033 -2.1158 0.7598 0.133
H 0.8791 -1.7987 -0.6109 0.099
H 1.7074 -0.7450 0.6035 0.104
```

Calculated values
Multiplicity: 1
Structure (SMILES): CC1(O)C[C@H]2N[C@@H]2C1
Energy above the lowest of the compared OMol25 structures with the same formula, charge and spin, kJ/mol: 607.97
HOMO-LUMO gap, eV: 8.63
E_LUMO, eV: 0.84

Formula: C6H11NO
Source: the OMol25 dataset
Level of theory: wB97M-V/def2-TZVPD

The geometry in XYZ format:
```
19
Properties=species:S:1:pos:R:3:lowdin_charge:R:1
C 0.1505 0.6830 -1.9194 -0.044
C 0.7842 0.0138 -0.7088 -0.533
C 0.7009 -1.6777 -1.0158 -0.044
O 1.9221 0.2942 -0.3143 -0.040
H 0.9508 0.9591 -2.6049 0.092
H -0.6031 0.0888 -2.4339 0.078
H -0.4020 1.5562 -1.5661 0.060
H 1.1933 -1.7187 -1.9870 0.056
H 1.3755 -2.2623 -0.3921 0.048
H -0.2899 -2.1248 -1.0972 0.051
C -1.3464 1.8602 0.9705 -0.089
C -0.6133 0.5845 0.8241 -0.099
C -0.3382 -0.3938 1.5500 -0.119
N 0.2391 -1.2492 2.3744 0.126
H -0.7537 2.6800 0.5603 0.077
H -1.5600 2.1230 2.0064 0.077
H -2.3036 1.7934 0.4485 0.079
H 0.3049 -2.1947 2.0132 0.108
H 0.5890 -1.0149 3.2921 0.118
```

Calculated values
Multiplicity: 1
Structure (SMILES): CC(C)=O.CC#CN
Energy above the lowest of the compared OMol25 structures with the same formula, charge and spin, kJ/mol: 466.07
HOMO-LUMO gap, eV: 8.76
E_LUMO, eV: 0.63

no.,energy (eV)
1,-10868.553
2,-10857.598
3,-14962.857
4,-17013.971
5,-14398.473
6,-13847.409
7,-9934.684
8,-9932.095
9,-9936.633
10,-9933.732
11,-9932.153
12,-9933.624